Density functional theory data (ωB97M-V with the def2-TZVPD basis set) for a structure of composition C43H55F5N2O6PRbSi2Te in a non-equilibrium geometry.

Geometry as XYZ:
```
116
Properties=species:S:1:pos:R:3:lowdin_charge:R:1
Rb 0.416 -0.389 -0.416 0.9943
O 1.253 -3.472 -3.034 -0.0304
C 1.138 -2.258 -2.791 -0.6923
O 0.073 -1.578 -2.695 -0.1857
C 2.478 -1.466 -2.696 -0.1105
C 2.359 0.075 -2.775 -0.2730
C 3.634 0.656 -3.386 -0.0961
C 4.662 0.373 -2.251 -0.0926
C 3.754 -0.170 -1.135 -0.2611
O 2.511 0.518 -1.398 -0.2964
C 3.361 -1.640 -1.409 -0.0989
C 2.724 -2.240 -0.129 -0.6845
O 3.473 -2.347 0.847 -0.0038
O 1.485 -2.533 -0.183 -0.4555
H 3.045 -1.821 -3.558 0.1403
H 1.413 0.426 -3.184 0.1428
H 3.891 0.175 -4.332 0.1083
H 3.513 1.727 -3.553 0.1009
H 5.424 -0.358 -2.530 0.1091
H 5.169 1.287 -1.933 0.0977
H 4.084 0.013 -0.116 0.1561
H 4.251 -2.241 -1.596 0.1485
C -2.637 -1.273 -0.768 -0.0933
C -3.175 0.161 -0.859 -0.3660
C -4.701 0.136 -0.868 -0.0662
C -2.595 0.841 -2.107 -0.2642
C -3.335 2.057 -2.660 -0.0997
O -2.283 2.922 -3.133 -0.0081
C -1.144 2.454 -2.530 -0.3421
N -1.224 1.363 -1.895 0.1032
C 0.074 3.268 -2.827 -0.1421
C 0.167 3.709 -4.148 -0.0350
C 1.259 4.446 -4.573 -0.1020
C 2.243 4.764 -3.649 -0.1019
C 2.130 4.336 -2.331 -0.0958
C 1.061 3.563 -1.865 -0.2076
P 0.766 2.842 0.001 1.0557
C -0.606 4.096 0.203 -0.3337
C -1.923 3.680 0.393 -0.1057
C -2.971 4.593 0.433 -0.0916
C -2.728 5.952 0.291 -0.1145
C -1.421 6.388 0.102 -0.0990
C -0.382 5.468 0.052 -0.0999
C 2.243 3.699 0.698 -0.3821
C 2.193 4.631 1.730 -0.1052
C 3.357 5.143 2.292 -0.0922
C 4.599 4.721 1.837 -0.1095
C 4.664 3.777 0.817 -0.0875
C 3.497 3.276 0.257 -0.1196
H -2.743 -1.670 0.240 0.0421
H -1.594 -1.331 -1.064 -0.0262
H -3.184 -1.918 -1.462 0.1002
H -2.846 0.723 0.022 0.1225
H -5.071 -0.344 -1.782 0.0854
H -5.145 1.132 -0.800 0.0668
H -5.072 -0.449 -0.022 0.0723
H -2.507 0.073 -2.886 0.1579
H -3.896 2.596 -1.893 0.1104
H -3.988 1.829 -3.499 0.1240
H -0.626 3.461 -4.842 0.1104
H 1.333 4.771 -5.604 0.0895
H 3.102 5.355 -3.948 0.0918
H 2.910 4.632 -1.640 0.0864
H -2.130 2.629 0.534 0.0661
H -3.983 4.234 0.585 0.0954
H -3.545 6.663 0.325 0.0865
H -1.210 7.444 -0.023 0.0899
H 0.626 5.823 -0.129 0.1001
H 1.230 4.941 2.116 0.1037
H 3.289 5.860 3.103 0.0933
H 5.507 5.109 2.283 0.0872
H 5.625 3.420 0.463 0.0953
H 3.551 2.529 -0.527 0.0889
N -1.002 1.832 2.604 0.0657
C 0.220 2.106 2.295 -0.2436
H -1.079 1.282 3.459 0.0152
F 2.531 1.699 2.715 0.0821
C 1.306 1.665 3.316 -0.4123
F 1.318 2.625 4.307 0.0656
C 1.314 0.270 4.062 -0.5411
F 1.971 0.348 5.229 0.1433
F 1.907 -0.661 3.324 0.1367
F 0.081 -0.185 4.350 0.1141
C -3.227 -1.358 2.916 -0.1849
Si -3.169 -3.205 3.137 0.3519
C -4.100 -4.058 1.762 -0.1845
C -4.122 -3.598 4.704 -0.2017
C -1.442 -3.827 3.282 -0.5890
Te 0.041 -3.085 1.841 1.3424
C -0.665 -4.368 0.271 -0.5200
Si 0.283 -5.960 0.125 0.3620
C 0.278 -6.884 1.747 -0.2026
C -0.602 -7.047 -1.111 -0.1890
C 2.008 -5.651 -0.443 -0.1660
H -4.213 -1.029 2.570 0.0306
H -2.482 -1.012 2.196 -0.0060
H -3.020 -0.855 3.867 0.0339
H -5.131 -3.687 1.735 0.0278
H -4.131 -5.140 1.936 0.0323
H -3.658 -3.892 0.780 0.0060
H -5.161 -3.260 4.621 0.0211
H -3.672 -3.097 5.567 0.0233
H -4.128 -4.674 4.905 0.0222
H -1.403 -4.922 3.257 -0.0103
H -1.035 -3.524 4.255 -0.0026
H -0.523 -3.789 -0.649 0.0139
H -1.732 -4.537 0.425 -0.0090
H -0.732 -7.211 2.017 0.0228
H 0.661 -6.249 2.552 0.0121
H 0.916 -7.772 1.676 0.0218
H -1.640 -7.218 -0.805 0.0206
H -0.105 -8.019 -1.202 0.0193
H -0.610 -6.572 -2.098 0.0338
H 2.607 -5.211 0.363 0.0386
H 1.995 -4.942 -1.279 0.0239
H 2.472 -6.589 -0.766 0.0285
```

Properties
Total energy ... -107332.4791 eV
Lowest unoccupied orbital energy ... 3.72 eV
Total charge ... -2
Frontier orbital gap ... 5.7 eV
HOMO ... -1.973 eV
Energy above the lowest of the compared OMol25 structures with the same formula, charge and spin ... 135.3 kJ/mol